ORCA calculation (the ωB97M-V functional and the def2-TZVPD basis) on C12H26NO3P2Ru as an isolated structure in a non-equilibrium geometry.

The geometry in XYZ format:
```
45
Properties=species:S:1:pos:R:3:lowdin_spin:R:1
Ru -0.1190 -0.2823 0.2104 2.28
P 1.9845 -0.7557 0.1601 0.20
C 2.2852 -1.1187 -1.6213 0.05
C 1.0383 -1.6336 -2.2791 0.02
N -0.1165 -1.3015 -1.6789 0.01
C -1.3057 -1.5206 -2.2623 0.01
C -1.3724 -2.3423 -3.3877 0.00
C -0.1959 -2.7930 -3.9760 0.02
C 1.0211 -2.3953 -3.4428 0.00
C -2.4690 -0.7879 -1.6289 0.07
P -1.8774 0.6627 -0.6276 0.18
H 1.9742 -2.6441 -3.8999 0.00
H -2.3507 -2.5665 -3.8027 0.00
H -0.2287 -3.4311 -4.8557 0.00
H -3.1682 -0.3798 -2.3700 0.01
H -3.0223 -1.4362 -0.9284 0.00
H 2.5703 -0.1518 -2.0740 0.00
H 3.1142 -1.8297 -1.6970 0.01
H 0.8897 3.6565 -1.9605 0.00
O 1.4644 2.9105 -2.2477 0.00
H 2.0743 3.2816 -2.8985 0.00
H -0.3529 4.4282 -0.0076 0.00
O -0.3980 4.4529 -0.9780 0.00
H -1.0450 5.1462 -1.1975 0.00
C -1.7972 2.0040 -1.7959 0.02
H -2.7173 2.0400 -2.3839 0.01
H -1.6274 2.9432 -1.2593 0.00
H -0.9250 1.8623 -2.4394 0.00
C -3.1914 0.9471 0.5874 0.04
H -2.9411 1.8650 1.1402 0.00
H -4.1588 1.0532 0.0786 0.01
H -3.2101 0.0958 1.2869 0.00
C 2.0599 -2.4059 0.9225 0.08
H 2.9739 -2.9156 0.6123 0.02
H 2.0349 -2.2855 2.0092 0.00
H 1.1831 -2.9807 0.6059 0.00
C 3.3933 0.1998 0.7573 0.01
H 3.1804 0.4771 1.8007 0.00
H 4.3246 -0.3844 0.7099 0.00
H 3.4881 1.1115 0.1478 0.00
C -0.4815 -0.1326 2.5624 0.08
O -1.0866 -1.0743 1.6854 0.79
H -1.1988 0.4604 3.1469 0.01
H 0.1337 0.6139 1.9526 0.03
H 0.1699 -0.6642 3.2666 0.02
```

Results
gap between HOMO and LUMO (alpha / beta)	7.2084 / 4.3854	eV
charge	+3
molecular weight	395.36	g mol⁻¹
HOMO (alpha / beta)	-19.27 / -19.29	eV
multiplicity	5

ORCA calculation (the ωB97M-V functional and the def2-TZVPD basis) on one molecule with the formula C3H6Si in a non-equilibrium geometry.

The geometry in XYZ format:
```
10
Properties=species:S:1:pos:R:3:nbo_charge:R:1
C 0.7226 -0.4225 -0.9338 -0.48
C -0.7049 0.0660 -1.1295 -0.09
C -0.4588 -0.7156 0.0283 -0.68
Si -0.1155 0.3252 1.6605 0.78
H 1.0112 -1.2123 -1.5816 0.22
H 1.5111 0.1262 -0.3988 0.21
H -1.1044 1.1514 -1.0355 0.19
H -0.8308 -1.7153 -0.0027 0.24
H 1.1016 1.0863 1.4228 -0.20
H -1.1321 1.3106 1.9703 -0.20
```

Results
gap between HOMO and LUMO (alpha / beta)	7.8854 / 7.7066	eV
molecular weight	70.17	g mol⁻¹
HOMO (alpha / beta)	-8.81 / -8.10	eV
multiplicity	1

ORCA calculation (the ωB97M-V functional and the def2-TZVPD basis) on a 2-piece molecular cluster, C5H14O overall in a non-equilibrium geometry.

The geometry in XYZ format:
```
20
Properties=species:S:1:pos:R:3:nbo_charge:R:1
C 0.6520 0.9839 -1.1071 -0.66
C -0.2894 1.2286 0.0615 0.09
C 0.0483 2.4929 0.9375 -0.62
O -1.6116 1.2756 -0.3386 -0.72
H 0.0792 0.6124 -2.1010 0.20
H 1.3209 0.1784 -0.7538 0.23
H 1.0405 1.9847 -1.5821 0.22
H -0.2110 0.4813 0.8192 0.14
H -0.5734 2.3451 1.9286 0.21
H 1.1091 2.6265 1.2820 0.22
H -0.2746 3.3289 0.3405 0.21
H -1.8442 0.6349 -0.9526 0.47
C -0.7598 -2.4196 0.4084 -0.62
C 0.6993 -2.1160 -0.0835 -0.62
H -0.3064 -3.2194 1.1556 0.21
H -1.0460 -1.5850 0.9754 0.21
H -1.4309 -2.8168 -0.3935 0.22
H 1.3598 -1.6488 0.6521 0.20
H 0.7465 -1.3701 -0.9736 0.19
H 1.2915 -2.9975 -0.2751 0.20
```

Results
gap between HOMO and LUMO	10.9815	eV
SMILES	CC(C)O.CC
molecular weight	90.17	g mol⁻¹
HOMO	-10.06	eV
multiplicity	1

molecular weight of number 1 (C12H26NO3P2Ru)?
395.36 g mol⁻¹